ORCA calculation (wB97M-V/def2-TZVPD) on a structure of composition C18H15BCoF2GeO6S2.

Structure (XYZ):
```
46
Properties=species:S:1:pos:R:3:nbo_charge:R:1
Co 0.531 -0.701 0.321 1.19
O 4.571 -1.287 1.703 -0.88
S 3.501 -0.789 0.918 2.40
O 2.234 -0.476 1.557 -0.97
O 3.191 -1.885 -0.193 -0.92
C 4.037 0.563 -0.075 -0.28
C 5.380 0.870 0.106 -0.18
C 5.945 1.939 -0.574 -0.20
C 5.167 2.690 -1.430 -0.16
C 3.825 2.381 -1.614 -0.17
C 3.231 1.326 -0.942 -0.33
S 1.480 1.098 -1.310 2.39
O 1.307 -0.354 -1.569 -1.03
O 1.203 1.970 -2.400 -0.91
O 0.744 1.370 -0.056 -1.02
H 5.970 0.268 0.780 0.25
H 6.990 2.174 -0.428 0.23
H 5.599 3.525 -1.966 0.23
H 3.212 2.958 -2.291 0.26
Ge -1.751 -1.524 0.424 0.52
C -2.599 -0.765 2.020 -0.40
C -3.420 -1.527 2.849 -0.22
C -4.000 -0.976 3.984 -0.21
C -3.767 0.352 4.308 -0.21
C -2.948 1.126 3.498 -0.23
C -2.365 0.568 2.369 -0.17
C -2.571 -0.780 -1.193 -0.41
C -2.967 -1.601 -2.247 -0.22
C -3.492 -1.060 -3.413 -0.21
C -3.625 0.315 -3.543 -0.22
C -3.231 1.146 -2.504 -0.21
C -2.707 0.601 -1.341 -0.16
H -2.061 -3.034 0.446 -0.14
H -3.614 -2.565 2.603 0.21
H -4.636 -1.583 4.615 0.21
H -4.220 0.783 5.192 0.21
H -2.757 2.162 3.749 0.21
H -1.711 1.183 1.758 0.20
H -2.870 -2.677 -2.158 0.21
H -3.797 -1.713 -4.221 0.21
H -4.032 0.738 -4.453 0.21
H -3.326 2.220 -2.602 0.21
H -2.395 1.268 -0.544 0.20
F 2.225 -3.746 -1.159 -0.46
B 2.471 -3.063 -0.073 1.43
F 2.049 -3.488 1.099 -0.47
```

The gap between HOMO and LUMO (spin up / spin down) comes out at 0.26586 / 0.27301 Eh. The value obtained for the lowest unoccupied orbital energy (spin up / spin down) is -0.77 / -0.91 eV. The energy relative to the best compared isomer or geometry (same formula, charge and spin) comes out at 78.6 kJ/mol. The electronic energy is -5627.13439 a.u. For the molecular weight, the calculation gives 571.797 g/mol. The spin multiplicity is 4.